1.
84
Properties=species:S:1:pos:R:3:forces:R:3:mulliken_charge:R:1 method="wB97M-V/def2-TZVPD" lumo_energy_ev="-12.7 / -12.6" charge=+4 de_lowest_kcal_mol=44.3 mol_weight_g_mol=796.783 orbital_gap_ev="4.85 / 5.01"
N 3.856009 -3.547505 -8.239953 -0.20 -0.15 0.21 -0.46
C 3.195853 -4.499014 -7.578764 -0.14 0.12 0.19 -0.36
C 2.338221 -4.242019 -6.501252 -0.17 0.38 0.09 -0.56
C 2.163827 -2.905641 -6.058480 0.14 -0.18 -0.78 0.84
C 2.922796 -1.923445 -6.736739 0.00 -0.16 -0.10 -0.33
C 3.721170 -2.293003 -7.827071 -0.37 0.48 0.53 -0.45
C 1.309498 -2.549791 -4.915810 1.86 0.65 -0.67 -0.78
Pb -0.837665 -1.418343 -4.427830 -3.39 -0.36 -0.20 0.92
P -4.133698 2.609967 1.525582 2.57 -0.94 -0.99 0.22
C 1.342036 -1.219586 -4.389838 2.18 -1.18 0.72 -0.02
C 1.120076 -0.889630 -2.992574 -0.11 -0.14 -1.06 0.96
C 0.742491 0.462403 -2.715013 -0.45 0.86 0.97 -1.40
C 0.296082 0.819513 -1.484723 0.45 0.19 0.34 -1.59
C 0.586341 0.012798 -0.241583 -0.23 -0.71 -1.13 1.66
C 1.194267 -1.306472 -0.587872 -0.27 -0.43 -0.39 -1.38
C 1.275635 -1.772327 -1.872279 0.24 -0.17 0.76 -1.74
Br -1.341962 -0.280185 0.415137 -0.03 0.20 0.64 -0.04
H 0.895977 -3.407307 -4.360083 0.26 0.29 0.23 0.37
H 1.522755 -0.377487 -5.063435 0.46 -0.31 0.07 0.67
H 1.840926 -5.076041 -6.011184 -0.01 0.15 -0.10 0.36
H 2.925478 -0.877811 -6.427434 0.03 -0.29 -0.17 0.26
H 3.352451 -5.515122 -7.934378 -0.08 0.13 0.14 0.39
H 4.266628 -1.519033 -8.368536 -0.05 -0.28 0.08 0.38
H 0.780426 1.216010 -3.514159 -0.53 -0.37 0.14 0.47
H 1.555536 -2.817228 -2.058080 0.14 0.48 0.18 0.51
H -0.397407 1.657766 -1.371180 0.84 0.08 0.01 0.96
H 1.513509 -1.960886 0.235002 -0.14 0.24 -0.57 1.37
P 1.653752 1.057306 0.947921 1.55 2.03 -0.94 0.98
C -4.550106 1.125928 0.575962 -0.87 -0.34 0.29 -0.10
C -6.032819 1.256984 0.183197 -0.38 -0.02 -0.14 -1.36
H -4.396591 0.245307 1.215766 -0.05 0.23 -0.05 0.36
H -3.903517 1.040943 -0.308555 -0.04 0.24 0.33 0.20
H -6.444620 0.300701 -0.151831 0.09 0.20 0.02 0.39
H -6.620601 1.599752 1.046514 -0.01 -0.21 -0.31 0.40
H -6.159449 1.992209 -0.621787 -0.03 -0.17 0.19 0.37
C -3.112975 3.645491 0.430634 -0.76 0.64 -0.34 0.41
C -3.432717 5.106122 0.782451 0.03 0.46 0.01 -1.29
H -3.386689 3.422031 -0.610862 -0.03 0.07 0.27 0.50
H -2.046108 3.413517 0.562432 -0.35 -0.15 0.18 -0.42
H -3.071356 5.797262 0.014383 -0.03 -0.15 0.19 0.40
H -4.519409 5.239732 0.870668 0.29 0.15 -0.10 0.41
H -2.983096 5.391594 1.742166 -0.11 -0.02 -0.21 0.34
C -3.021328 2.224803 2.909421 -0.34 0.52 1.09 0.12
C -3.786933 2.115275 4.235322 -0.12 -0.09 0.40 -1.38
H -2.309920 3.058864 2.983083 -0.17 -0.10 -0.15 0.34
H -2.448217 1.312935 2.701206 -0.29 0.05 -0.33 0.03
H -3.108790 1.859699 5.057145 -0.13 0.05 -0.20 0.39
H -4.265363 3.069614 4.490446 0.11 -0.26 -0.06 0.40
H -4.567719 1.347046 4.193355 0.14 0.12 0.03 0.37
C 2.128687 1.181175 2.718741 -1.00 -0.97 1.39 -0.42
C 3.583419 1.581064 3.041348 0.59 -0.07 -0.47 -1.18
H 1.880536 0.240603 3.226621 0.11 0.17 0.10 0.31
H 1.464467 1.941940 3.154786 -0.06 -0.38 -0.25 0.59
H 4.258235 0.718003 3.008435 -0.27 0.25 0.10 0.31
H 3.998727 2.330296 2.356811 -0.24 -0.05 0.21 0.32
H 3.647098 2.017221 4.047732 -0.31 -0.23 -0.26 0.42
C 0.990668 2.732566 0.667994 -0.23 -0.08 0.18 -0.11
C 1.552584 3.472327 -0.529819 0.07 0.48 -0.47 -1.26
H 1.124648 3.289400 1.605970 0.13 -0.10 -0.36 0.76
H -0.089960 2.614248 0.543517 -0.04 -0.02 0.14 -0.71
H 2.646494 3.470112 -0.562969 -0.22 0.14 0.08 0.34
H 1.188402 3.041651 -1.468834 0.25 0.24 0.25 0.31
H 1.201724 4.509667 -0.488747 0.23 -0.14 -0.06 0.48
C 3.285012 0.876106 0.143666 -0.46 0.23 -0.59 -0.99
C 3.985958 -0.426557 0.532002 0.35 -0.40 -0.01 -1.26
H 3.898539 1.764235 0.349171 -0.28 -0.27 0.03 0.69
H 3.075015 0.899961 -0.931057 0.13 0.02 0.06 0.59
H 4.461493 -0.857355 -0.357874 -0.08 0.04 0.31 0.31
H 4.766027 -0.279516 1.287895 -0.26 -0.01 -0.29 0.44
H 3.283077 -1.176363 0.917975 0.31 0.09 0.01 0.20
N -0.577018 -3.110440 1.535522 -0.49 0.34 1.33 -0.21
C -0.740583 -3.165210 2.890585 0.35 -0.34 -1.23 0.97
C -1.942516 -3.681190 3.425163 -0.73 -0.48 0.74 -0.42
C -2.074644 -3.871338 4.794028 -0.55 0.04 -1.44 -0.69
C -1.001854 -3.571563 5.636889 -0.07 0.06 0.36 -0.42
C 0.177362 -3.004247 5.138787 0.76 0.59 -1.41 -0.72
C 0.312291 -2.792913 3.769187 0.41 0.21 0.92 -0.12
H -1.352500 -3.366556 0.929460 0.13 -0.06 0.29 0.34
H 0.026956 -2.400573 1.131897 0.04 -0.60 0.24 -0.21
H -2.746159 -3.910919 2.722614 0.10 -0.06 0.37 0.37
H -3.025505 -4.231638 5.182735 0.33 -0.03 0.04 0.45
H -1.092245 -3.752986 6.695742 -0.02 -0.04 0.17 0.45
H 0.988714 -2.709360 5.806509 -0.27 -0.24 -0.15 0.45
H 1.224168 -2.375545 3.331011 -0.21 -0.20 0.31 0.50

---

2.
60
Properties=species:S:1:pos:R:3:forces:R:3:mulliken_charge:R:1 method="wB97M-V/def2-TZVPD" lumo_energy_ev=-1.7 mol_weight_g_mol=692.700 orbital_gap_ev=7.93 smiles="CC[C@H](Br)[C@@]1(N=C=O)[C@@](CC=O)(CCCCl)C(=O)O[C@]1(F)C[C@H](C)I.O=C1C=C(O)C(=O)C=C1O"
C -4.115460 -1.019796 3.094030 -0.23 0.23 -0.03 -1.17
C -3.417536 0.272269 2.451921 -0.37 -0.23 1.46 -0.10
C -1.846154 0.111600 2.601803 -0.74 -0.27 -0.32 -1.23
Br -1.424167 0.884804 4.410502 0.23 -0.45 -0.77 -0.05
C -0.985879 0.737108 1.454736 0.56 1.78 -2.57 1.00
N 0.493826 0.507278 1.413679 -0.41 -2.18 1.97 -0.33
C 0.910602 -0.329142 2.233700 0.08 1.88 0.66 0.62
O 1.362338 -0.907047 3.135541 -0.03 -0.50 -0.93 -0.46
C -1.397321 0.433672 -0.079871 -2.93 0.42 -1.18 0.78
C -0.262660 0.676645 -1.190964 0.01 -0.02 -0.57 -0.11
C -0.898270 1.139143 -2.585141 0.09 -0.33 0.40 -0.15
O -1.197186 0.369547 -3.468540 0.36 0.60 0.85 -0.48
C -2.285821 -0.813462 -0.443824 0.34 -1.31 -0.45 -1.11
C -1.912287 -2.203329 0.214905 -0.55 -0.25 -0.79 -0.77
C -0.387095 -2.615306 0.202153 -0.50 -0.45 1.34 -0.01
Cl -0.090610 -3.984913 -1.001172 -0.11 0.96 0.68 -0.26
C -2.345549 1.689973 -0.425744 1.39 -0.62 1.04 -0.32
O -3.413338 1.734132 -0.948129 0.95 0.43 0.19 -0.54
O -1.547060 2.772927 0.010886 -1.31 -1.74 0.59 -0.43
C -1.053944 2.358548 1.316948 0.38 2.99 -0.41 0.71
F -1.992690 3.029995 2.159117 0.94 -1.57 -0.14 -0.44
C 0.283161 3.184910 1.415068 0.09 0.35 0.42 -1.11
C 0.917686 3.269058 2.865707 -0.19 0.76 -0.58 -0.23
C 0.548580 4.652108 3.534798 1.16 -0.13 -0.18 -1.10
I 3.104688 3.334685 2.550633 -0.52 -0.19 0.20 0.03
H -5.067980 -0.720352 3.625589 0.99 -0.38 -0.77 0.36
H -3.468182 -1.506105 3.879904 -0.50 0.65 -0.79 0.28
H -4.356556 -1.808967 2.332822 0.18 0.78 0.63 0.28
H -3.733000 1.124377 3.121650 0.45 -0.71 -1.05 0.47
H -3.790531 0.505510 1.424686 0.51 -0.39 0.83 0.21
H -1.653615 -0.992984 2.752023 0.24 1.39 -0.43 0.98
H 0.443899 1.504513 -0.916311 -0.68 -0.93 0.00 0.35
H 0.320986 -0.246991 -1.430368 -0.61 0.80 0.44 0.01
H -1.037393 2.259625 -2.727933 0.13 -0.87 0.20 0.34
H -2.203542 -0.963289 -1.566641 -0.02 0.34 1.25 0.60
H -3.394844 -0.670085 -0.266313 1.39 0.21 -0.06 0.31
H -2.444288 -2.988843 -0.408978 0.54 0.92 0.79 0.65
H -2.401969 -2.293970 1.233425 1.00 0.13 -0.98 0.02
H 0.344704 -1.790505 0.024106 -0.74 -0.82 -0.19 -0.12
H -0.163256 -3.069843 1.215752 0.00 0.46 -1.27 0.31
H 1.052304 2.889980 0.642027 -1.16 -0.14 0.95 0.46
H 0.003135 4.247732 1.134078 0.08 -1.30 0.30 0.53
H 0.751135 2.371161 3.509583 0.08 0.92 -0.64 0.29
H 1.303566 4.854029 4.353882 -1.25 -0.22 -0.61 0.42
H 0.757070 5.449688 2.756115 -0.48 -0.83 0.92 0.38
H -0.513801 4.708489 3.889326 0.99 -0.16 -0.33 0.24
O 5.210153 -3.732509 -5.478955 -0.29 -0.19 0.12 -0.61
C 4.543606 -3.049835 -4.723447 0.49 0.42 -0.19 0.82
C 4.882891 -1.662044 -4.408273 0.05 -0.27 -0.14 -0.87
C 4.130621 -0.956652 -3.559691 0.61 0.77 -0.16 0.26
O 4.423916 0.325366 -3.256125 -0.62 -0.71 0.17 -0.60
C 2.927428 -1.552038 -2.903695 -0.45 -0.63 0.04 0.97
O 2.279936 -0.877266 -2.120197 0.35 0.23 -0.07 -0.46
C 2.573390 -2.929399 -3.235610 -0.09 0.28 0.16 -0.67
C 3.324601 -3.634990 -4.087491 -0.64 -0.71 0.16 0.35
O 3.016693 -4.906615 -4.410526 0.64 0.74 -0.14 -0.58
H 5.757155 -1.243712 -4.887831 -0.02 0.00 0.02 0.42
H 3.735028 0.608383 -2.624739 0.11 0.04 -0.04 0.32
H 1.689203 -3.345188 -2.767540 0.11 0.06 -0.05 0.21
H 3.709683 -5.192075 -5.037046 -0.08 -0.05 0.05 0.34

---

3.
50
Properties=species:S:1:pos:R:3:forces:R:3:mulliken_spin:R:1 method="wB97M-V/def2-TZVPD" s2=6.10 lumo_energy_ev="-8.8 / -6.9" charge=+2 de_lowest_kcal_mol=62.8 spin_multiplicity=5 mol_weight_g_mol=374.324 orbital_gap_ev="6.43 / 8.28"
Mn -0.086723 0.682726 0.917447 -0.48 -0.08 -0.28 3.95
O 1.756037 0.026712 0.082985 0.13 -0.02 0.08 0.03
H 1.697608 -0.201490 -0.857481 0.02 0.03 0.01 0.00
H 2.350671 -0.616506 0.490811 0.00 0.00 0.03 0.00
O -0.873920 -0.862525 -0.426449 -0.40 -0.10 -0.08 0.05
N -2.051071 -0.567576 -0.132094 0.55 0.22 0.19 -0.03
O -2.084088 0.321784 0.759800 -0.10 0.05 0.05 -0.06
C -0.252416 -4.024421 4.005774 -0.06 -0.15 0.03 0.00
C -0.950115 -3.732073 2.694197 -0.05 0.03 -0.04 0.00
N -0.605081 -2.371058 2.269528 0.01 0.13 -0.09 0.01
C -0.242514 -1.393646 3.099509 0.05 0.02 0.11 0.01
N 0.055311 -0.180919 2.571834 0.13 0.09 -0.31 -0.06
C 0.289338 0.971336 3.449020 0.04 0.07 0.14 0.01
C 1.095177 0.506952 4.652913 -0.04 0.05 0.06 -0.01
C 0.294148 -0.572260 5.352727 -0.04 -0.01 0.03 0.00
N -0.131169 -1.611324 4.408749 -0.03 -0.02 -0.17 0.01
C -0.531957 -2.905841 4.986045 -0.01 0.10 0.05 0.00
H 0.822953 -4.121504 3.849552 0.02 0.01 -0.01 0.00
H -0.611930 -4.967373 4.415675 0.00 0.01 -0.02 0.00
H -2.035849 -3.809948 2.792564 0.06 -0.03 0.02 0.00
H -0.629970 -4.412275 1.906859 -0.01 -0.01 0.04 0.00
H -0.690217 -2.135491 1.290455 0.02 -0.07 0.12 0.00
H -0.651445 1.443353 3.760768 0.08 -0.11 0.00 -0.01
H 0.870613 1.728302 2.890162 -0.04 -0.05 0.05 0.02
H 1.278744 1.334549 5.336197 -0.01 0.00 -0.01 0.00
H 2.059264 0.115439 4.323957 -0.01 0.01 0.00 0.00
H -0.589621 -0.153693 5.844107 0.06 0.01 0.00 0.00
H 0.895984 -1.065807 6.116346 0.00 0.07 -0.02 0.00
H -1.590531 -2.857734 5.255951 0.02 -0.05 -0.01 0.00
H 0.040033 -3.030798 5.905421 -0.03 -0.05 -0.07 0.00
C -2.437039 3.296854 -0.297474 0.03 -0.01 0.06 0.00
N -1.249565 4.158919 -0.393854 0.10 0.05 -0.02 0.01
C -1.504884 5.586868 -0.617973 -0.03 -0.02 0.07 0.00
C -0.053092 3.572530 -0.288922 -0.35 -0.33 -0.16 -0.01
O -0.073950 2.287986 -0.060428 0.14 -0.14 0.22 0.08
N 1.142730 4.141200 -0.426120 0.10 0.21 -0.03 0.01
C 2.367972 3.363875 -0.247454 -0.03 -0.15 0.07 0.00
C 1.482542 5.527687 -0.771080 -0.07 0.05 -0.02 0.00
H -3.305278 3.906104 -0.522529 -0.01 -0.07 0.00 0.00
H -2.549175 2.890967 0.710049 -0.01 0.01 -0.10 0.00
H -2.385744 2.483094 -1.016736 -0.02 -0.02 0.02 0.00
H -2.575932 5.737948 -0.534502 0.05 0.06 0.01 0.00
H -1.198157 5.894571 -1.616087 -0.09 0.03 0.01 0.00
H -1.025017 6.197980 0.143225 0.01 0.03 -0.03 0.00
H 2.158054 2.326691 -0.009266 0.08 0.22 -0.03 0.00
H 2.959011 3.819180 0.547685 0.04 -0.03 0.01 0.00
H 2.945666 3.403879 -1.170418 0.03 -0.03 0.00 0.00
H 0.635727 6.119581 -1.078017 0.12 -0.07 0.02 0.00
H 2.190781 5.495582 -1.597522 0.02 0.05 0.01 0.00
H 1.962388 5.998812 0.087195 0.00 0.03 -0.03 0.00

---

4.
17
Properties=species:S:1:pos:R:3:forces:R:3:mulliken_charge:R:1 method="wB97M-V/def2-TZVPD" lumo_energy_ev=-0.4 de_lowest_kcal_mol=55.6 mol_weight_g_mol=114.224 orbital_gap_ev=10.11
C -2.458952 1.653540 0.497316 3.30 -3.36 1.57 0.20
C -0.206370 -0.658688 -1.813574 0.67 1.87 0.79 -0.96
C 0.723900 -1.514328 1.210259 -1.35 0.11 -1.58 -0.95
C 1.346761 1.266975 -0.003224 0.87 0.71 -2.32 -0.96
N -3.207864 2.487365 0.232962 0.09 -0.11 -0.05 -0.39
N -1.142587 0.358065 1.144794 -2.91 3.43 -1.76 -0.35
Si 0.162038 -0.112484 0.028777 -0.64 0.45 -0.53 0.40
H -1.247220 -0.901794 -1.786443 -0.70 -0.51 -0.40 0.31
H -0.032752 0.137920 -2.650674 -0.08 -1.50 1.79 0.28
H 0.414914 -1.539106 -1.905438 -0.01 -0.32 -0.68 0.31
H -0.099124 -2.273750 1.253164 0.85 0.45 0.05 0.33
H 1.487280 -1.861958 0.508495 0.58 -0.65 0.87 0.25
H 1.011058 -1.192445 2.213598 0.31 -0.11 -0.45 0.30
H 2.298001 0.822752 -0.333363 0.21 -0.07 0.73 0.33
H 1.277565 2.027463 -0.846563 -0.70 -0.73 1.17 0.31
H 1.397337 1.748245 0.944937 0.43 0.45 0.69 0.30
H -1.723985 -0.447773 1.304978 -0.91 -0.10 0.13 0.29